# 1
ORCA calculation (ωB97M-V/def2-TZVPD) on the molecule C3H2N2O2.

Lowest unoccupied orbital energy: -1.07 eV
Max |F|: 6.427 eV/Å
Orbital gap: 0.332 Ha
Energy above the lowest of the compared OMol25 structures with the same formula, charge and spin: 4.508 eV
SMILES: N#C/C(C=O)=N/O
Calculated total energy: -375.345867 Ha
HOMO: -10.117 eV

Structure (ORCA input):
```
! RIJCOSX wB97M-V def2-TZVPD def2/J DEFGRID3
* xyz 0 1
N -0.615 -1.245 -0.040
O 0.737 2.031 -0.040
H -2.522 -1.082 0.254
C 0.363 -0.409 0.267
O -1.801 -0.480 -0.156
N 2.986 -0.877 -0.225
C 0.015 1.153 0.044
C 1.912 -0.578 0.182
H -1.074 1.487 -0.285
*
```

# 2
ORCA calculation (ωB97M-V/def2-TZVPD) on a cluster of 2 separate species, C22H37BFNO9 in total.

Lowest unoccupied orbital energy: 0.36 eV
Max |F|: 4.864 eV/Å
Orbital gap: 0.368 Ha
SMILES: CC(=O)NCCCC[C@H]1[C@@H](CCCCOC(C)=O)OC(=O)[C@@]1(B(O)O)[C@H](C)F.O=C1CCCO1
Calculated total energy: -1717.070768 Ha
HOMO: -9.650 eV

Structure (ORCA input):
```
! RIJCOSX wB97M-V def2-TZVPD def2/J DEFGRID3
* xyz 0 1
C -0.756 -2.202 0.280
C -6.991 3.430 0.783
H -7.624 4.084 1.468
H 6.650 1.735 0.522
H -5.770 -2.048 -0.833
H -5.020 -1.580 0.770
C -5.375 -1.150 -0.222
C 1.720 -2.501 -0.731
H -7.529 -0.595 0.411
H 6.447 7.934 -1.565
C 6.912 5.189 -0.983
H 5.457 2.706 -0.535
O 0.100 -4.334 3.378
C -2.389 -4.374 0.876
O 6.519 5.933 -2.052
H -4.653 -0.185 -2.109
H 2.218 -3.536 -0.845
C -1.956 -1.124 0.145
H 0.559 -5.203 3.494
B -0.029 -4.210 1.937
C 0.115 -2.576 -1.012
C 4.492 1.001 0.499
H -2.251 -0.575 -1.999
H 5.077 7.548 0.419
C -1.242 -3.333 1.300
C 5.766 1.645 -0.212
C 6.371 5.782 0.290
H 6.073 1.006 -1.121
H -1.129 -5.350 -0.813
C -7.124 1.875 1.208
H 3.584 -0.671 1.108
H 1.948 -2.188 0.357
H 4.341 6.118 -0.315
O -2.604 -1.288 1.441
H -2.843 -6.060 -0.497
C -2.849 -1.128 -1.178
H 4.961 7.278 -2.288
H -3.049 -2.173 -1.612
H -0.019 -1.599 0.941
O -8.169 1.525 1.823
C -2.079 -2.338 2.286
H -4.029 0.683 -0.620
H 3.442 -1.766 -2.082
H 7.166 6.345 0.786
H 0.746 -4.942 0.225
H -5.889 3.744 0.825
C -6.591 -0.094 0.000
H 1.814 -1.101 -2.576
C 2.444 -1.378 -1.652
H -0.193 -3.551 -1.526
H 5.980 5.007 0.949
H -7.365 3.490 -0.299
H 1.888 0.072 -0.002
C 2.780 -0.120 -0.714
N 3.975 -0.371 0.193
O 3.869 1.694 1.361
C 5.272 6.687 -0.222
C -1.897 -5.612 -0.010
O 0.972 -4.923 1.177
F -3.517 -3.785 0.200
H -1.490 -6.451 0.668
H 2.969 0.854 -1.287
O -6.086 0.934 0.909
C -4.253 -0.365 -1.053
H -6.758 0.377 -1.041
H -0.090 -1.746 -1.791
H -1.342 -0.147 0.062
C 5.777 7.069 -1.594
O -2.274 -2.468 3.503
H -2.802 -4.824 1.857
O 7.621 4.219 -1.061
*
```

# 3
ORCA calculation (ωB97M-V/def2-TZVPD) on a structure of composition C2H2N2O2.

Lowest unoccupied orbital energy: 0.46 eV
Max |F|: 4.236 eV/Å
Orbital gap: 0.394 Ha
Energy above the lowest of the compared OMol25 structures with the same formula, charge and spin: 2.225 eV
Calculated total energy: -337.342673 Ha
HOMO: -10.261 eV

Structure (ORCA input):
```
! RIJCOSX wB97M-V def2-TZVPD def2/J DEFGRID3
* xyz 0 1
H 2.170 -0.706 0.210
N -0.140 1.155 0.122
O 0.030 -1.060 0.029
C -1.318 0.558 -0.059
N -1.402 -0.770 0.015
H -2.207 1.252 -0.160
O 1.866 0.139 -0.047
C 0.595 0.128 -0.085
*
```

# 4
ORCA calculation (ωB97M-V/def2-TZVPD) on a cluster of 2 separate species, C5H13NO in total.

Lowest unoccupied orbital energy (spin up / spin down): -4.47 / -9.20 eV
Max |F|: 1.570 eV/Å
<S²>: 0.75
Orbital gap (spin up / spin down): 0.376 / 0.202 Ha
Energy above the lowest of the compared OMol25 structures with the same formula, charge and spin: 1.498 eV
Calculated total energy: -327.960249 Ha
HOMO (spin up / spin down): -14.698 / -14.683 eV

Structure (ORCA input):
```
! RIJCOSX wB97M-V def2-TZVPD def2/J DEFGRID3
* xyz 1 2
H -0.012 -1.854 0.826
H 1.446 -2.760 1.020
H -0.127 2.627 -0.854
H -2.153 2.456 0.382
C 1.070 -1.752 0.886
C 1.596 -1.173 -0.411
H 1.308 -1.577 2.998
C -1.102 0.933 -0.775
H 2.648 -1.458 -0.570
H -2.975 0.918 0.230
N -0.032 1.644 -1.079
H 0.725 -0.041 2.213
H 1.603 -0.083 -0.451
H -1.540 1.017 1.235
C 1.386 -0.911 2.128
H 0.599 1.366 -1.829
O -1.315 -0.112 -1.429
H 1.109 -1.589 -1.296
H 2.425 -0.595 2.111
C -1.998 1.387 0.318
*
```

# 5
ORCA calculation (ωB97M-V/def2-TZVPD) on a structure of composition C13H15BrHgNOP.

Lowest unoccupied orbital energy (spin up / spin down): -2.67 / -5.16 eV
Max |F|: 0.549 eV/Å
<S²>: 0.76
Orbital gap (spin up / spin down): 0.307 / 0.258 Ha
Energy above the lowest of the compared OMol25 structures with the same formula, charge and spin: 0.000 eV
Calculated total energy: -3702.937118 Ha
HOMO (spin up / spin down): -11.013 / -12.192 eV

Structure (ORCA input):
```
! RIJCOSX wB97M-V def2-TZVPD def2/J DEFGRID3
* xyz 1 2
Hg 1.780 -1.480 -0.258
C 3.007 1.751 -1.096
C 3.226 3.694 0.256
H -1.177 -3.831 -0.347
H -2.572 -1.736 -2.576
C -2.701 -1.507 2.333
H -1.297 -2.972 -2.668
H -0.723 1.023 -2.256
O 3.657 4.931 0.530
H -2.271 -4.791 1.632
H 4.089 3.488 -1.718
C 2.457 3.059 1.227
H -2.043 0.121 1.111
P -0.702 -1.130 -1.215
H -1.114 -1.455 -3.563
C -1.559 -1.787 0.231
C -2.222 -3.717 1.514
C -1.100 0.631 -1.311
C 3.501 3.025 -0.937
C -2.091 -0.956 1.213
C -1.615 -3.173 0.396
H 2.223 3.559 2.156
N 2.269 1.120 -0.171
Br 0.963 0.879 2.235
H -2.181 0.773 -1.269
H -3.129 -0.857 3.084
H 3.204 1.198 -2.006
H -3.220 -3.309 3.369
H 4.198 5.282 -0.188
C -2.761 -2.883 2.486
C -1.496 -1.903 -2.647
H -0.622 1.169 -0.495
C 2.019 1.785 0.947
*
```

# 6
ORCA calculation (ωB97M-V/def2-TZVPD) on a cluster of 2 separate species, C6H14NS in total.

Lowest unoccupied orbital energy: 3.52 eV
Max |F|: 4.394 eV/Å
Orbital gap: 0.230 Ha
Energy above the lowest of the compared OMol25 structures with the same formula, charge and spin: 5.044 eV
Calculated total energy: -689.789955 Ha
HOMO: -2.733 eV

Structure (ORCA input):
```
! RIJCOSX wB97M-V def2-TZVPD def2/J DEFGRID3
* xyz -1 1
N -0.648 0.253 -0.357
C -0.338 2.257 1.068
H -2.874 -0.718 0.646
C 0.954 0.930 -0.658
H 2.307 -0.056 -2.116
C 0.139 0.852 0.635
H 0.540 2.931 1.138
H -4.329 -1.690 0.073
H 2.591 -2.289 -0.705
C -3.276 -1.663 0.396
H 0.657 1.586 -1.480
H 1.687 -1.710 0.346
C 1.545 -0.374 -1.376
H -3.381 -2.365 1.234
H 0.663 -0.932 -1.812
H 0.487 0.244 1.482
H -0.943 2.233 1.978
S 3.731 -0.287 0.343
H -2.751 -1.937 -0.496
H -0.957 2.587 0.212
H 1.892 1.435 -0.137
C 2.304 -1.288 -0.414
*
```

> Which value of max |F| does entry 4 give?

1.570 eV/Å